62
Properties=species:S:1:pos:R:3:nbo_charge:R:1 method="wB97M-V/def2-TZVPD" de_lowest_ev=0.000 e_lumo_ha=-0.007 largest_force_ev_per_a=1.187 homo_lumo_gap_ev=7.997
H 2.940 3.936 5.948 0.209
C 0.201 1.462 3.406 -0.289
H -2.849 4.235 3.752 0.207
C -0.794 -2.614 -1.277 -0.265
S -0.703 3.069 -0.461 2.328
C -1.655 -3.839 1.078 -0.183
O -0.284 3.890 -1.563 -0.947
H -0.375 7.257 1.988 0.212
C -1.141 -2.547 1.083 -0.108
N 1.338 0.454 -1.298 -0.515
H 2.151 2.573 6.743 0.203
C -0.679 -1.911 -0.081 -0.152
H 3.642 2.823 -3.084 0.201
C -0.480 5.396 0.933 -0.149
H -0.934 -0.584 6.526 0.223
C -1.028 4.121 0.907 -0.401
C -2.183 4.557 2.960 -0.238
C 0.229 4.245 5.690 -0.596
O -1.881 2.255 -0.614 -0.956
H 0.749 5.187 5.876 0.210
C -1.735 -4.524 -0.121 -0.247
C 0.414 1.963 4.679 0.112
H 2.096 4.878 3.844 0.211
H 3.070 2.313 5.256 0.212
H 2.264 3.308 3.055 0.213
C 1.580 3.942 3.622 -0.607
N -0.576 -0.479 2.065 -0.479
H -2.788 6.503 4.552 0.381
C 2.010 -0.012 -2.344 0.106
H -2.134 -5.529 -0.151 0.215
C -1.880 3.699 1.919 -0.159
S -1.366 -2.095 3.890 0.434
C 2.847 0.820 -3.054 -0.337
H 0.124 1.609 6.786 0.213
C -0.628 -0.017 5.657 -0.212
C -0.395 0.209 3.260 0.195
H 3.405 0.459 -3.904 0.233
C 2.962 2.131 -2.599 0.112
C 2.400 3.004 5.772 -0.595
Pt -0.068 -0.027 0.134 0.772
H 0.523 1.989 2.517 0.261
C -1.652 5.850 2.990 0.173
H -2.321 2.712 1.871 0.242
N 2.275 2.620 -1.575 -0.435
C -0.792 6.257 1.969 -0.269
C 1.147 3.281 4.929 -0.108
H 0.168 5.708 0.126 0.248
C 1.435 1.774 -0.994 0.581
N 0.522 2.064 -0.010 -0.989
H -0.074 3.835 6.655 0.201
H 0.725 4.175 2.987 0.221
C -0.787 -0.528 4.374 -0.240
H 1.892 -1.063 -2.578 0.215
H -0.667 4.465 5.113 0.217
C -1.311 -3.904 -1.294 -0.169
N -1.936 6.699 4.052 -0.798
H -1.999 -4.299 1.998 0.210
H -1.807 7.682 3.873 0.382
H -0.474 -2.156 -2.206 0.207
C -0.028 1.216 5.789 -0.224
C -1.029 -1.694 2.249 0.093
H -1.387 -4.435 -2.235 0.210